A cluster of 12 separate species, C30H90N10O12 in total. Source: the OMol25 dataset; level of theory: wB97M-V/def2-TZVPD.

Each line ends with the Mulliken charge.
Positions of all 142 atoms, in Å:
C: 3.41917 -4.67137 1.26463  -0.74
O: 2.89340 -4.32147 2.49883  -0.50
C: 1.94598 -3.32099 2.47419  0.27
C: 1.59532 -3.24509 3.88551  0.14
C: 0.57146 -2.22902 4.35565  -1.40
N: 2.76826 -3.06014 4.71397  -0.61
H: 3.88302 -3.91991 0.62568  0.17
H: 2.67641 -5.15255 0.62833  0.31
H: 4.12497 -5.45672 1.53511  0.33
H: 2.41174 -2.36146 2.24954  -0.26
H: 1.05733 -3.60803 1.91206  0.57
H: 1.17242 -4.18420 4.24238  0.45
H: -0.42886 -2.58603 4.11068  0.19
H: 0.78948 -1.19280 4.09715  0.15
H: 0.55541 -2.20723 5.44532  0.51
H: 2.49019 -3.43877 5.60807  0.27
H: 3.33565 -3.76261 4.26152  0.27
C: -2.28569 0.98850 0.68913  -0.56
O: -1.04650 0.50875 0.26133  0.01
C: 0.05136 0.93375 1.14283  -1.07
C: 1.31202 0.10807 0.67780  0.82
C: 2.49579 0.40543 1.51074  -1.14
N: 1.63102 0.40644 -0.68280  0.19
H: -2.07767 2.02653 0.94853  0.48
H: -2.67590 0.40474 1.52284  0.04
H: -3.09412 1.00165 -0.04187  0.02
H: 0.29258 1.98947 1.01885  0.47
H: -0.06661 0.68881 2.19838  0.44
H: 1.11434 -0.95013 0.84882  -0.47
H: 3.13963 -0.35314 1.06559  -0.14
H: 2.50526 0.06441 2.54598  0.30
H: 2.95480 1.38918 1.41256  0.56
H: 1.97183 1.35687 -0.65792  -0.03
H: 0.77973 0.29343 -1.21444  0.10
C: -8.15185 -2.08082 -1.10855  -0.52
O: -7.35668 -2.25518 -2.30085  -0.36
C: -6.65763 -1.05467 -2.78186  -0.84
C: -6.03458 -0.08737 -1.81156  0.53
C: -5.34566 1.00134 -2.63157  -1.79
N: -5.12696 -0.76402 -0.95697  -0.50
H: -8.72215 -1.15243 -1.13960  0.34
H: -7.62054 -2.09387 -0.15690  0.02
H: -8.88571 -2.88631 -1.08155  0.28
H: -5.90244 -1.50523 -3.42591  0.33
H: -7.25224 -0.35873 -3.37365  0.40
H: -6.86257 0.42920 -1.32607  0.34
H: -4.84414 0.54134 -3.48302  0.38
H: -4.63631 1.58638 -2.04620  0.27
H: -6.02575 1.69912 -3.12011  0.47
H: -4.32831 -1.20907 -1.38614  0.34
H: -5.63463 -1.56933 -0.61955  0.01
C: 2.78905 0.20442 -9.11474  -0.75
O: 2.52654 0.71465 -7.74579  -0.31
C: 1.92593 -0.17220 -6.76060  -0.71
C: 2.43722 0.09144 -5.32900  0.06
C: 2.02938 -0.92170 -4.23636  -0.77
N: 2.10223 1.45015 -4.96464  -0.38
H: 3.45269 0.90751 -9.61808  0.26
H: 1.90356 0.01629 -9.72188  0.30
H: 3.23264 -0.79085 -9.08765  0.31
H: 0.86150 0.00454 -6.91497  0.30
H: 2.21663 -1.17287 -7.08033  0.45
H: 3.52399 0.03936 -5.39469  0.30
H: 2.57885 -0.77148 -3.30704  -0.17
H: 2.16973 -1.94962 -4.57071  0.47
H: 1.00289 -0.70714 -3.93907  0.16
H: 2.66178 1.98126 -5.61650  0.37
H: 1.17230 1.55346 -5.34499  -0.01
C: -1.69239 -2.82928 0.73252  -0.04
O: -2.60528 -3.46024 1.59869  -0.46
C: -3.49115 -2.51565 2.32062  0.50
C: -4.57194 -3.12035 3.11745  0.27
C: -5.64028 -3.81584 2.20912  -0.97
N: -5.31153 -2.04512 3.74646  -0.69
H: -2.15145 -2.19803 -0.02833  0.02
H: -1.21926 -3.61670 0.14581  0.45
H: -0.81501 -2.30139 1.10617  -0.21
H: -2.78138 -1.98749 2.95730  0.26
H: -3.78187 -1.76620 1.58448  -0.52
H: -4.22209 -3.86425 3.83322  0.31
H: -6.21531 -3.17419 1.54148  -0.15
H: -6.36740 -4.31794 2.84731  0.43
H: -5.08938 -4.57801 1.65802  0.34
H: -6.01915 -1.57854 3.19721  0.26
H: -4.77216 -1.28938 4.14399  0.27
C: 6.12178 2.08050 1.69520  -0.76
O: 5.86555 0.78123 1.21347  -0.28
C: 5.66938 0.65878 -0.16732  -0.65
C: 5.55659 -0.80332 -0.63872  0.81
C: 6.84685 -1.47610 -1.19649  -1.64
N: 4.51726 -0.93019 -1.67849  -0.53
H: 6.87724 2.59320 1.09978  0.37
H: 6.36480 1.86831 2.73635  0.23
H: 5.25316 2.71680 1.52566  0.20
H: 4.74580 1.20070 -0.37085  0.21
H: 6.36292 1.29227 -0.72030  0.48
H: 5.25592 -1.39090 0.22872  -0.21
H: 7.18681 -0.85419 -2.02460  0.39
H: 6.61620 -2.43251 -1.66573  0.45
H: 7.56408 -1.64297 -0.39284  0.35
H: 3.62390 -0.61598 -1.32740  0.17
H: 4.46501 -1.91861 -1.87948  0.29
N: -6.50086 2.07629 2.77008  -0.40
C: -6.61663 1.46338 1.62868  0.55
N: -5.69838 0.53082 1.53294  0.38
O: -7.56313 1.67204 0.86841  -0.70
H: -7.19005 2.80225 2.90459  0.26
H: -5.90349 1.67134 3.47668  0.16
H: -4.92215 0.76799 2.13402  0.21
H: -5.62917 0.13176 0.60770  -0.17
N: 3.85954 0.24467 5.64215  -0.27
C: 4.85924 0.53989 4.88420  0.60
N: 4.80397 -0.22217 3.81214  -0.09
O: 5.70100 1.40154 5.11673  -0.70
H: 3.79599 0.70844 6.53712  0.24
H: 3.36522 -0.63574 5.61682  0.18
H: 5.53804 -0.21228 3.11851  0.23
H: 3.86416 -0.52214 3.59560  -0.29
C: 3.28069 3.95994 3.59376  -0.18
O: 1.92503 4.36535 3.79881  -0.55
H: 3.38014 2.88386 3.73603  -0.19
H: 3.66825 4.33754 2.64754  0.24
H: 3.92064 4.33858 4.39076  0.37
H: 1.64245 3.85817 4.56334  0.30
C: -1.44937 2.06403 -3.36548  0.65
O: -1.51614 3.28230 -4.19749  -0.54
H: -2.42202 1.61578 -3.16268  -0.04
H: -0.67287 1.42806 -3.79055  -0.21
H: -1.06111 2.34258 -2.38580  -0.21
H: -0.99883 2.97339 -4.94486  0.35
C: 1.67389 4.27127 -2.04768  -0.44
O: 2.60176 3.36907 -2.75306  -0.49
H: 1.56955 4.94698 -2.89658  0.36
H: 0.75693 3.72742 -1.82075  0.05
H: 2.08177 4.67367 -1.12042  0.24
H: 2.26620 3.01796 -3.58114  0.36
C: -1.99232 5.31269 0.00324  -0.46
O: -0.63383 5.55412 -0.34664  -0.45
H: -2.68834 6.13800 -0.14691  0.31
H: -2.30692 4.55506 -0.71448  0.03
H: -2.14301 4.85765 0.98218  0.30
H: -0.25400 5.77808 0.50612  0.29

Forces on the atoms, in the same order (eV/Å):
C 0.4 -1.7 -0.5
O 0.8 -0.4 -0.9
C -0.2 0.4 0.5
C -2.3 0.7 3.3
C -0.5 0.0 0.1
N 0.7 0.1 -0.4
H 0.2 0.6 0.6
H -0.4 -0.1 0.0
H 0.4 0.1 -0.5
H -0.1 0.2 -0.9
H 0.1 0.3 -0.6
H -0.3 -0.6 -0.8
H -0.2 0.6 -0.5
H -0.2 0.0 -0.5
H 0.2 -0.2 0.2
H 0.4 0.1 0.4
H 1.2 0.0 0.7
C 0.0 1.0 0.4
O 1.3 -0.2 0.5
C 0.7 -1.9 -1.4
C -2.4 1.2 1.2
C 1.6 -1.2 0.2
N 0.3 -0.8 -0.1
H -0.7 0.3 0.5
H 0.1 0.1 0.4
H 0.5 -0.3 -0.6
H -0.3 0.3 0.0
H -0.8 0.1 0.1
H -0.4 -0.2 -0.4
H 1.1 0.4 0.0
H -0.8 0.5 0.1
H -0.2 0.0 0.0
H -0.1 0.3 -0.9
H 0.1 0.5 -0.4
C -0.5 0.2 -0.9
O 0.3 1.5 0.9
C -0.6 -0.7 -0.6
C -0.3 0.3 -1.6
C 0.1 -0.1 -0.6
N 0.3 -0.7 1.9
H 0.0 0.2 -0.1
H 0.5 0.0 -0.1
H 0.2 -0.1 -0.1
H 0.1 0.2 -0.1
H -0.9 -0.7 -0.5
H 0.2 -0.3 1.0
H 0.5 -0.1 0.1
H 0.0 -0.1 0.1
H -0.3 0.0 0.4
H 0.2 0.5 -0.7
H -0.1 -0.3 0.4
C -0.4 -0.3 1.7
O 0.7 0.0 -0.8
C 0.7 -0.5 -1.4
C 0.7 -0.8 -0.2
C -0.4 0.7 -0.4
N -0.1 0.4 -0.1
H -0.1 0.0 0.3
H -0.5 0.6 0.2
H 0.5 0.0 0.4
H -0.4 -0.4 0.6
H -0.4 -0.4 0.2
H 0.2 0.0 -0.1
H 0.4 0.2 -0.3
H -0.2 0.0 0.0
H -0.4 -0.4 -0.2
H 0.1 0.7 -0.1
H -0.5 0.5 0.2
C 0.2 -0.8 -1.1
O -0.8 0.5 0.7
C 3.5 0.0 -1.5
C -2.7 0.1 -1.5
C 1.1 -0.8 0.8
N -0.2 0.7 1.4
H -0.4 0.4 0.2
H -0.2 -0.4 0.0
H -0.4 0.4 1.0
H -0.1 0.3 0.6
H -0.8 -0.1 -0.1
H 0.2 0.2 0.1
H 0.4 0.3 0.0
H 0.0 0.0 0.0
H -0.3 -0.1 -0.4
H 0.1 -0.5 -0.5
H 0.5 -0.2 0.2
C -0.3 -0.5 -0.6
O 0.7 -1.2 0.1
C -0.7 0.7 -0.5
C 0.2 -0.5 -0.2
C -0.9 0.8 0.2
N 0.8 0.2 0.1
H 0.7 -0.2 0.3
H 0.1 1.0 0.0
H -0.5 0.1 0.5
H -0.7 -0.3 -0.4
H 0.8 -0.4 -0.2
H 0.0 0.1 0.5
H 0.5 0.1 0.2
H -0.2 -0.2 0.3
H 0.2 0.2 -0.3
H -0.4 0.1 0.1
H -0.3 -0.1 -0.2
N -0.3 2.7 2.9
C -2.9 -0.2 -1.4
N 1.2 -1.5 -0.7
O 0.6 0.0 -0.5
H 0.3 -0.2 0.7
H -0.5 0.7 0.2
H 0.6 -0.8 -0.9
H 1.2 -0.4 0.0
N -4.1 0.0 4.6
C 2.9 1.4 -1.0
N 0.5 -1.4 -2.5
O 0.2 0.1 0.1
H 0.1 0.1 -0.2
H 0.3 -0.1 -0.4
H -0.5 0.2 -0.2
H 0.8 -0.5 -0.4
C 0.2 0.0 0.9
O 0.2 -0.1 -0.3
H 0.0 -0.2 -0.7
H -0.3 -0.3 0.0
H 0.1 0.4 0.0
H -0.3 0.1 0.1
C 0.6 1.5 0.3
O 0.0 -1.7 0.6
H 0.0 -0.2 -0.7
H -0.5 -0.6 0.0
H 0.0 0.2 0.1
H -0.2 0.7 -0.4
C 0.5 -1.4 -2.6
O 0.9 0.0 2.1
H -1.0 1.2 1.1
H -0.2 0.3 0.0
H 0.4 0.0 -0.4
H -0.5 -0.2 0.1
C -0.6 -1.2 -1.3
O -0.4 0.3 1.1
H 0.4 0.4 0.2
H -0.3 -0.1 0.0
H 0.3 0.2 0.2
H 0.7 0.3 -0.2

The molecular weight comes out at 783.108 g mol⁻¹. For the highest occupied orbital energy, the calculation gives -9.09 eV. As for the HOMO-LUMO gap: 9.27 eV. As for the SMILES: COC[C@H](C)N.COC[C@H](C)N.COC[C@H](C)N.COC[C@H](C)N.COC[C@H](C)N.COC[C@H](C)N.NC(N)=O.NC(N)=O.CO.CO.CO.CO. The calculation puts the strongest force on any atom at 6.19 eV/Å. Its energy is -2647.18253 Eh.